a.
C4H11OS | the ωB97M-V functional and the def2-TZVPD basis

Calculated values
frontier orbital gap = 6.426 eV
multiplicity = 1
charge = -1
HOMO energy = -2.611 eV

Geometry (Å):
C -2.5911 0.9418 0.2721
C -2.0323 -0.2061 1.1869
S -1.8570 -1.6604 0.1473
H -3.7707 0.8744 0.2062
H -2.1915 0.8383 -0.7260
H -2.3546 1.9583 0.6674
H -1.0144 0.1349 1.5483
H -2.6047 -0.2763 2.0412
H -0.0540 -0.5568 -0.4884
C 1.6763 -0.4025 -0.1621
O 0.5241 0.1979 -0.7994
C 3.0411 -0.0806 -0.9849
H 1.5414 -1.5361 -0.1366
H 1.6636 0.0031 0.9253
H 3.7954 -0.8735 -0.6791
H 3.4050 0.9522 -0.9625
H 2.8235 -0.3086 -2.0557


b.
C4H11OS | the ωB97M-V functional and the def2-TZVPD basis

Calculated values
frontier orbital gap = 5.714 eV
multiplicity = 1
charge = -1
HOMO energy = -2.320 eV

Geometry (Å):
C -1.0202 -0.2540 1.6829
C -1.5215 -0.5416 0.3043
S -1.5661 -2.4454 0.0646
H -1.6540 0.3488 2.3318
H -0.9468 -1.1319 2.3289
H -0.0092 0.1423 1.7832
H -0.9991 -0.2263 -0.6123
H -2.5710 -0.2715 0.1408
H -0.5837 -2.4175 -0.8429
C 1.7137 0.2206 -1.1327
O 0.9382 -0.0623 -2.2740
C 1.0838 1.4854 -0.5525
H 1.6331 -0.6025 -0.4387
H 2.7804 0.3987 -1.4426
H 0.0239 1.3544 -0.3769
H 1.4882 1.8177 0.4235
H 1.2103 2.1850 -1.3873


Need the numbers? Relative energies in eV: a 0.000; b 1.109.


a.
C4H11OS | the ωB97M-V functional and the def2-TZVPD basis

Calculated values
frontier orbital gap = 6.614 eV
multiplicity = 1
charge = -1
HOMO energy = -2.689 eV

Geometry (Å):
C -1.3001 -0.4554 -2.2574
C -0.7464 -0.3642 -0.8392
C -1.5452 0.6359 -0.0123
O 0.6135 -0.0038 -0.9129
H -0.6286 -1.0484 -2.8786
H -1.3887 0.5434 -2.6931
H -2.2879 -0.9236 -2.2534
H -0.8310 -1.3497 -0.3608
H -2.6141 0.3953 -0.0765
H -1.4083 1.6388 -0.4278
H -1.2381 0.6340 1.0318
H 1.0121 -0.3278 -0.0416
C 2.5549 0.2142 2.3690
S 1.4049 -1.1094 1.8669
H 2.6557 0.2197 3.4585
H 3.5589 0.0983 1.9518
H 2.1884 1.2025 2.0758


b.
C4H11OS | the ωB97M-V functional and the def2-TZVPD basis

Calculated values
frontier orbital gap = 6.699 eV
multiplicity = 1
charge = -1
HOMO energy = -3.116 eV

Geometry (Å):
C -1.6660 -2.0199 -0.2493
O -0.8692 -1.0838 0.3770
H -1.6329 -3.0786 0.1502
H -2.7914 -1.7180 -0.2201
H -1.4512 -2.1889 -1.3489
C 0.4672 1.1852 -1.3665
C 0.0390 1.7352 0.0102
S 1.4587 1.6908 1.1313
C 1.4358 -0.0597 1.5569
H -0.2734 1.4520 -2.1852
H 0.4602 0.1080 -1.2893
H 1.4561 1.5088 -1.7408
H -0.6619 0.9724 0.3590
H -0.3163 2.7812 -0.0406
H 1.5956 -0.1711 2.6467
H 0.4577 -0.5130 1.1412
H 2.2920 -0.6007 1.0682


Need the numbers? Relative energies in eV: a 0.000; b 1.860.